Model A:
C3H7N3O in the gas phase, computed with ωB97M-V/def2-TZVPD.

Results
LUMO level, Ha: 0.0309
HOMO, eV: -8.135

Atoms and positions in Å:
C -1.06798 0.93014 2.28591
N -0.41928 0.84251 0.98807
C -0.27284 -0.37243 0.36242
O -0.77178 -1.40064 0.75939
N 0.52870 -0.28449 -0.81352
C 0.49355 -1.31837 -1.69967
N 1.23397 -1.07790 -2.80783
H -1.77775 0.09380 2.35718
H -1.61783 1.88456 2.34792
H -0.34649 0.85998 3.12770
H 0.20954 1.59375 0.73888
H 0.65554 0.65209 -1.19613
H 0.97055 -1.67307 -3.56983
H 2.18210 -0.72993 -2.88049



Model B:
C3H7N3O in the gas phase, computed with ωB97M-V/def2-TZVPD.

Results
SMILES string: [H]/N=C/NC(=O)NC
LUMO level, Ha: 0.0289
HOMO, eV: -9.608

Atoms and positions in Å:
H 2.78566 -0.53936 -3.02714
N 2.46352 0.09158 -2.29725
C 1.55170 -0.46928 -1.61431
N 0.96233 0.20599 -0.56071
C -0.14114 -0.30284 0.11908
O -0.59347 -1.41039 -0.11854
N -0.64762 0.54340 1.06451
C -1.89638 0.25036 1.73505
H 1.13762 -1.47083 -1.74728
H 1.29485 1.14824 -0.40815
H -0.26499 1.47144 1.15093
H -2.16662 -0.77617 1.48484
H -2.69664 0.91999 1.39832
H -1.78881 0.33786 2.82064



Question: which arrangement is favored energetically? Ranking from most to least stable: model B, model A.



Model A:
C3H7N3O in the gas phase, computed with ωB97M-V/def2-TZVPD.

Results
LUMO level, Ha: 0.0292
HOMO, eV: -7.825

Atoms and positions in Å:
C -0.65339 0.33871 -0.09605
C -0.44693 -0.80697 0.86238
C 1.47426 -0.40455 -0.45335
N 1.01066 -0.88684 0.89959
N 0.42097 0.52708 -0.85085
N -1.77219 1.22381 -0.18938
O 0.69463 1.55194 -1.54550
H -0.84277 -0.48438 1.82353
H -0.90882 -1.86301 0.69846
H 2.65590 -0.12907 -0.33686
H 1.25926 -1.23047 -1.16897
H 1.42436 -0.27044 1.66925
H -2.56330 0.59467 -0.24480
H -1.75263 1.83952 -1.06746



Model B:
C3H7N3O in the gas phase, computed with ωB97M-V/def2-TZVPD.

Results
SMILES string: [H]/N=C/NC(=O)NC
LUMO level, Ha: 0.0290
HOMO, eV: -9.629

Atoms and positions in Å:
H -4.04036 -0.61519 -0.58749
N -3.30037 -0.54303 0.10668
C -2.24012 -0.10262 -0.43521
N -1.09866 0.08036 0.32851
C 0.15600 0.21088 -0.26718
O 0.29415 0.32415 -1.47346
N 1.19193 0.18482 0.62094
C 2.56472 0.10798 0.17087
H -2.08780 0.16642 -1.48225
H -1.18190 -0.22923 1.28780
H 1.00166 0.17662 1.60999
H 2.54560 -0.07458 -0.90451
H 3.07911 -0.72227 0.66613
H 3.11604 1.03570 0.35919



Model C:
C3H7N3O in the gas phase, computed with ωB97M-V/def2-TZVPD.

Results
SMILES string: [H]/N=C\N/C(=N/[H])OC
LUMO level, Ha: 0.0179
HOMO, eV: -9.483

Atoms and positions in Å:
H 1.28991 0.89387 1.92289
N 1.04774 1.84971 2.11241
C 0.22023 2.10656 1.18029
N -0.43825 1.31446 0.26238
C -0.00077 0.00145 -0.02120
N 1.09151 -0.44908 0.35856
H 1.08374 -1.37523 -0.04109
O -0.83038 -0.63830 -0.86108
C -0.56742 -1.97169 -1.27023
H -0.27882 3.10435 1.17870
H -1.00326 2.04004 -0.51558
H 0.43486 -1.97433 -1.71295
H -1.29266 -2.26029 -2.10793
H -0.75642 -2.64152 -0.48515



Model D:
C3H7N3O in the gas phase, computed with ωB97M-V/def2-TZVPD.

Results
SMILES string: C/C(N)=N\C(N)=O
LUMO level, Ha: 0.0328
HOMO, eV: -9.150

Atoms and positions in Å:
C 0.64221 1.30824 0.92248
C -0.70590 0.48372 0.25350
N -1.96147 0.89835 0.48827
N -0.54844 -0.55755 -0.49483
C 0.71875 -0.92429 -0.87781
N 0.79975 -2.24036 -1.21157
O 1.72554 -0.21961 -0.80444
H 0.77897 0.79757 1.87169
H 0.24889 2.30810 1.07365
H 1.59264 1.50017 0.43867
H -2.73417 0.38540 0.08958
H -2.15209 1.60876 1.17184
H 1.64627 -2.57979 -1.63286
H -0.05096 -2.76869 -1.28817



Question: which arrangement is favored energetically? Ranking from most to least stable: model B, model D, model C, model A.



Model A:
C3H7N3O in the gas phase, computed with ωB97M-V/def2-TZVPD.

Results
SMILES string: C/C(=N\N)NC=O
LUMO level, Ha: 0.0332
HOMO, eV: -8.139

Atoms and positions in Å:
C -0.37451 -0.62903 -1.69359
C -0.20856 -0.35416 -0.23642
N 0.78177 0.21758 0.38246
N 1.70260 1.00814 -0.28070
N -1.18227 -0.52239 0.69094
C -0.49686 0.12566 1.93892
O -0.69670 1.25862 2.29598
H 0.59713 -0.64367 -2.18638
H -0.85846 -1.59603 -1.83400
H -1.00063 0.13495 -2.15870
H 2.48613 1.19326 0.33280
H 1.28519 1.88696 -0.58648
H -1.73407 -1.37222 0.69638
H -0.30074 -0.70768 2.63879



Model B:
C3H7N3O in the gas phase, computed with ωB97M-V/def2-TZVPD.

Results
LUMO level (spin up / spin down), Ha: 0.0117 / -0.0167
HOMO (spin up / spin down), eV: -8.160 / -7.967

Atoms and positions in Å:
C 0.84010 0.77011 -0.07018
C -1.53730 -0.42150 -0.32867
C -0.37378 -1.17419 0.42995
N -1.59083 0.96125 0.19531
N 0.84239 -0.54574 0.14602
N 1.96170 1.43562 -0.00031
O 1.84850 -1.23354 -0.17725
H -1.31629 -0.35755 -1.45886
H -2.39515 -1.05277 -0.19596
H -0.48527 -1.22041 1.57922
H -0.38895 -2.13094 0.06357
H -2.03110 1.50263 -0.64486
H 2.72359 1.01845 0.54164
H 1.90240 2.44857 -0.07962



Model C:
A molecular structure, C3H7N3O, computed with ωB97M-V/def2-TZVPD.

Results
LUMO level, Ha: 0.0313
HOMO, eV: -9.320

Atoms and positions in Å:
C 0.42842 -1.24937 1.92513
N 0.24830 0.14619 1.59585
C 0.04733 0.64981 0.40581
O 0.01550 1.93567 0.51079
N -0.11554 -0.00399 -0.77530
C -0.39033 0.64353 -1.97326
N -0.59278 -0.03761 -3.02624
H 1.38227 -1.64123 1.53152
H -0.39725 -1.87651 1.53752
H 0.43935 -1.34970 3.01609
H 0.22504 1.48189 1.71773
H -0.10528 -1.01859 -0.79794
H -0.40247 1.73397 -1.86054
H -0.78256 0.58594 -3.80716



Model D:
C3H7N3O in the gas phase, computed with ωB97M-V/def2-TZVPD.

Results
SMILES string: C=CN/N=[N+](/C)[O-]
LUMO level, Ha: 0.0342
HOMO, eV: -8.215

Atoms and positions in Å:
C -3.13585 -0.42943 -0.11841
C -2.02667 0.23292 0.06445
N -0.73771 -0.36296 0.20304
N 0.37160 0.47482 0.00160
N 1.48484 -0.13793 -0.04496
C 2.65148 0.60759 0.02236
O 1.55620 -1.37734 -0.01360
H -4.04602 0.17345 -0.07466
H -3.21290 -1.45243 -0.28639
H -1.80087 1.32037 0.04619
H -0.52530 -1.45446 0.13803
H 3.20266 0.24121 0.90770
H 3.39042 0.44511 -0.84466
H 2.82812 1.71908 -0.00069



Question: which arrangement is favored energetically? Ranking from most to least stable: model C, model A, model D, model B.



Model A:
2 unconnected molecules or ions with the total composition C4H5NO3, computed with ωB97M-V/def2-TZVPD.

Results
SMILES string: N#C[C@H]1CC(=O)O1.O
LUMO level, Ha: 0.0139
HOMO, eV: -11.295

Atoms and positions in Å:
N -3.46669 -0.02716 1.08077
C -2.42365 0.10208 1.55879
C -1.10895 0.25614 2.20359
C 0.04151 -0.62779 1.68381
C 0.72732 0.68422 1.36305
O 1.84791 1.08203 1.29131
O -0.42410 1.45828 1.78718
H -1.24115 0.24434 3.29261
H -0.18269 -1.23408 0.80058
H 0.54881 -1.21090 2.46026
O 0.25070 2.10160 -0.96420
H -0.41745 2.34714 -0.22060
H -0.21151 1.43046 -1.47573



Model B:
A molecular structure, C4H5NO3, computed with ωB97M-V/def2-TZVPD.

Results
LUMO level, Ha: 0.0205
HOMO, eV: -9.635

Atoms and positions in Å:
C -1.32160 -0.18102 -0.07869
C 1.13341 0.28670 -0.39151
C 2.40229 -0.42364 0.06397
C 0.87520 -0.80372 0.46169
H -1.65309 1.84507 0.48560
H 0.69849 0.20068 -1.47641
H 3.31220 -0.82243 -0.76573
H 2.81888 0.00046 1.08196
H 0.52892 -0.53559 1.59711
N -0.75129 0.93032 0.18895
O -2.49838 -0.41625 0.01516
O 0.50146 1.49685 -0.07838
O -0.37584 -1.13939 -0.25902



Model C:
C4H5NO3 in the gas phase, computed with ωB97M-V/def2-TZVPD.

Results
SMILES string: O=C1NC=COCO1
LUMO level, Ha: 0.0225
HOMO, eV: -8.969

Atoms and positions in Å:
O 2.54296 0.12815 -0.04539
C 1.33966 0.00275 -0.04556
N 0.50696 1.14464 -0.05866
C -0.93972 1.41069 0.03270
C -1.86096 0.51244 -0.10580
O -1.63813 -0.76567 -0.26893
C -0.56753 -1.23775 0.45041
O 0.65932 -1.14175 -0.21844
H 1.29434 1.81267 0.56965
H -1.19807 2.38679 0.54671
H -2.86647 0.84896 -0.18634
H -0.59191 -2.25298 0.43867
H -0.52856 -0.70242 1.31360



Model D:
2 unconnected molecules or ions with the total composition C4H5NO3, computed with ωB97M-V/def2-TZVPD.

Results
LUMO level, Ha: -0.0354
HOMO, eV: -10.183

Atoms and positions in Å:
C -1.13303 0.55260 0.21233
C -0.86034 -0.92220 1.05484
C 1.12324 -0.48495 -0.28000
C 0.29783 0.79398 -0.01431
H -1.56551 -0.05829 -1.53589
H -1.55111 1.20953 1.00889
H -1.71408 -2.03197 1.49361
H -0.10595 -0.71212 2.03219
H 0.13663 -2.40367 -0.23210
N 0.01128 -1.44662 -0.24484
O -2.25492 0.40426 -0.85831
O 2.31699 -0.36443 -0.42958
O 0.95728 1.77095 0.42665



Question: which arrangement is favored energetically? Ranking from most to least stable: model A, model C, model D, model B.



Model A:
A gas-phase ion, C4H9N (charge -1), computed with ωB97M-V/def2-TZVPD.

Results
Charge: -1
Expectation value of S²: 0.75
2S+1: 2
LUMO level (spin up / spin down), Ha: 0.1667 / 0.1606
HOMO (spin up / spin down), eV: 1.441 / -3.489

Atoms and positions in Å:
C -0.61630 1.28659 -1.53640
N -1.05353 -0.91643 0.55530
C 0.12289 -0.25345 0.35714
C 0.33900 0.78139 -0.47654
C 1.33082 -0.85134 1.09329
H -0.37563 0.75518 -2.46139
H -1.65932 1.03445 -1.31842
H -0.56829 2.36796 -1.56121
H -1.90899 -0.38108 0.43722
H -1.11294 -1.85584 0.93401
H 1.31437 1.25025 -0.44150
H 1.61983 -0.18119 1.90818
H 2.15180 -0.96408 0.38572
H 1.12442 -1.84298 1.49219



Model B:
A gas-phase ion, C4H9N (charge -1), computed with ωB97M-V/def2-TZVPD.

Results
Charge: -1
Expectation value of S²: 0.75
2S+1: 2
LUMO level (spin up / spin down), Ha: 0.1567 / 0.1517
HOMO (spin up / spin down), eV: 1.502 / -3.992

Atoms and positions in Å:
C 0.28223 -0.83310 -1.84234
C -0.73647 -0.73458 -0.68281
C -0.55250 0.48304 0.20247
C 0.39632 0.49310 1.14117
N 0.64154 1.53380 2.03827
H -0.16270 -0.66684 -2.84231
H 0.75175 -1.80529 -1.84765
H 0.99315 -0.00877 -1.77824
H -1.75023 -0.75490 -1.07629
H -0.65897 -1.63251 -0.07947
H -1.40384 1.14384 0.37225
H 1.11868 -0.31699 1.17365
H 1.27506 1.18864 2.76313
H -0.19402 1.91056 2.45817



Model C:
A gas-phase ion, C4H9N (charge -1), computed with ωB97M-V/def2-TZVPD.

Results
Charge: -1
Expectation value of S²: 0.75
2S+1: 2
LUMO level (spin up / spin down), Ha: 0.1765 / 0.1717
HOMO (spin up / spin down), eV: 1.471 / -4.787

Atoms and positions in Å:
N -0.66958 1.07255 -0.42500
C -0.19774 0.77243 0.99161
C 0.86795 -0.34994 0.89663
C 0.45280 -1.13856 -0.35735
C -0.53110 -0.23444 -1.11156
H -0.09524 1.78146 -0.88930
H 0.11532 1.66884 1.51994
H -1.15131 0.39943 1.45808
H 1.93007 -0.07113 0.80224
H 0.68364 -1.03354 1.86201
H 1.30564 -1.40606 -1.11075
H 0.06390 -2.10118 0.01059
H -0.14499 -0.08935 -2.18431
H -1.57141 -0.95325 -1.00950



Question: which arrangement is favored energetically? Ranking from most to least stable: model A, model B, model C.



Model A:
15 unconnected molecules or ions with the total composition C5H41NO15, computed with ωB97M-V/def2-TZVPD.

Results
LUMO level, Ha: -0.0084
HOMO, eV: -9.088

Atoms and positions in Å:
C 0.09102 0.68291 0.24722
C -0.58962 -0.69984 0.00971
C 0.13046 -1.86177 0.68386
O -0.65321 -0.88993 -1.41144
C -0.52906 1.29992 1.60440
N -0.21971 2.72370 1.54986
C -0.31310 3.30881 2.94246
H -0.25531 1.43355 -0.47103
H 1.11621 0.37168 0.41909
H -1.60668 -0.56879 0.49781
H -0.43768 -2.11580 1.57800
H 0.36072 -2.74016 0.07519
H 1.05287 -1.45727 1.16699
H 0.14399 -1.35180 -1.70745
H -1.54621 0.99633 1.71998
H -0.15898 0.69599 2.45666
H -0.95389 3.22859 1.08546
H 0.76204 3.60506 3.18163
H -0.80595 2.57977 3.63750
H -0.82423 4.26440 2.84673
H 0.38990 -0.54969 3.67775
H 0.40127 -1.90826 4.29452
O 0.65596 -1.00578 4.48379
H -2.95487 -3.33012 1.94259
H -3.97701 -2.41523 1.29978
O -3.49624 -2.57419 2.16611
H -2.23268 -0.76243 3.90325
H -2.21581 -1.01780 2.43294
O -1.78434 -0.46411 3.09808
H 2.78643 0.76891 -0.04620
H 3.94965 0.48447 -1.01130
O 3.34099 0.00634 -0.40686
H 1.27778 2.39288 -0.21002
H 2.33534 2.41294 -1.26632
O 2.22198 2.33815 -0.31742
H 3.53274 0.07721 -2.96152
H 3.01963 1.48397 -3.12473
O 3.80452 0.98125 -2.82075
H 3.16420 -1.60680 -0.81730
H 3.57998 -3.12497 -1.23309
O 2.84917 -2.51656 -1.09362
H -2.45371 -1.23651 -1.78026
H -3.49674 -0.32973 -1.31387
O -3.41628 -1.25769 -1.59742
H 2.59801 2.73052 2.15143
H 3.75595 1.97709 1.65611
O 3.39850 2.31937 2.46651
H 2.17178 -2.14512 -2.54202
H 1.05180 -2.85783 -3.51148
O 1.44227 -2.03783 -3.23172
H -0.92506 2.66139 -2.79202
H -0.86396 1.26574 -2.43970
O -1.43664 2.00662 -2.27367
H -4.03881 2.01068 -0.64977
H -2.68902 1.69355 -1.35922
O -3.28443 1.43069 -0.62916
H -3.45162 -2.91187 -0.65643
H -2.74368 -4.38617 -0.66369
O -3.34946 -3.77330 -0.27236
H 0.57611 0.97633 -4.63364
H 0.98835 -0.12448 -3.60340
O 0.78411 0.82530 -3.68839



Model B:
16 unconnected molecules or ions with the total composition C5H41NO15, computed with ωB97M-V/def2-TZVPD.

Results
LUMO level, Ha: -0.0011
HOMO, eV: -9.502

Atoms and positions in Å:
C 0.10522 0.70235 -0.13134
N -0.48720 0.64656 1.28132
C -0.03238 1.84631 2.10140
C 0.22398 1.20434 3.49828
C 0.55104 -0.31508 3.27831
C -0.12487 -0.57824 1.91879
H -0.23628 1.64938 -0.47002
H -0.51400 -0.05443 -0.67418
H 1.21764 0.59906 -0.11359
H 0.90441 2.22105 1.70580
H -0.82818 2.60661 2.01709
H -0.65642 1.15289 4.11791
H 0.84717 1.89100 4.13914
H 0.22384 -1.04006 4.02204
H 1.58649 -0.40243 3.15730
H 0.59087 -1.18769 1.38227
H -0.87337 -1.39341 1.90894
H -1.04693 -2.04368 -1.15567
H -2.46522 -1.83116 -1.54423
O -1.71637 -2.40520 -1.73761
H 2.10629 -3.02146 -1.02465
H 3.28271 -2.11688 -0.50473
O 2.49318 -2.61483 -0.24171
H 3.59748 1.21784 -1.83323
H 3.45298 2.12430 -0.54577
O 4.04205 1.79459 -1.21797
H 2.69437 -0.30601 -4.16538
H 2.89191 -1.48235 -3.09889
O 3.13032 -0.55602 -3.30864
H -0.75823 -2.37145 -3.01564
H -0.07759 -3.20891 -4.13105
O -0.01018 -2.38781 -3.65262
H -4.57882 1.54143 -0.77984
H -3.00292 1.83575 -0.67233
O -3.70883 1.39917 -1.14200
H -4.87217 -1.98638 -0.97282
H -4.38275 -0.63415 -0.42151
O -4.12219 -1.52565 -0.60256
H 0.78150 0.33352 -3.23213
H 0.36131 -0.55933 -4.32774
O 0.68044 0.34049 -4.18401
H 5.12555 -1.45104 0.80840
H 4.30164 -2.40328 1.67696
O 4.87452 -1.64047 1.72277
H -3.69410 0.06102 1.71746
H -2.32065 0.74121 1.38152
O -3.22683 0.90768 1.76252
H -4.14482 -3.21316 0.92862
H -3.50168 -3.03711 2.35859
O -4.28408 -3.38556 1.87803
H 4.61186 -1.19792 -2.32092
H 4.43597 -0.13361 -1.38351
O 4.62549 -1.08572 -1.33712
H -3.01107 4.20504 -0.87800
H -1.84434 5.20825 -1.06093
O -2.20214 4.36625 -1.35753
H 2.77354 0.14397 1.88655
H 4.23802 0.50659 1.74345
O 3.36055 0.78443 1.47080
H -3.77260 3.94812 1.38293
H -3.60320 2.37778 1.17442
O -4.01193 3.21353 0.81826



Question: which arrangement is favored energetically? Ranking from most to least stable: model B, model A.